Below is C22H21IN7O2STi as an isolated structure, with properties calculated with the ωB97M-V functional and the def2-TZVPD basis.

Computed properties:
Expectation value of S²: 2.012
Total charge: -1
Multiplicity: 3
ΔE to the lowest compared entry with this formula, charge and spin (kcal per mole): 8.8

Geometry as XYZ:
```
55
Properties=species:S:1:pos:R:3:lowdin_charge:R:1
Ti -0.080 -0.640 0.004 0.65
C -0.153 -3.921 -2.938 -0.01
C 0.069 -2.667 -2.153 -0.30
N -0.391 -2.519 -0.940 -0.16
O -1.161 -3.586 -0.467 -0.06
C 0.820 -1.552 -2.642 -0.30
C 1.608 -1.524 -3.917 -0.04
N 0.796 -0.537 -1.806 -0.27
O 1.476 0.551 -1.961 -0.19
H 0.331 -4.771 -2.452 0.08
H 0.240 -3.823 -3.945 0.07
H -1.218 -4.150 -2.989 0.08
H -1.467 -3.249 0.387 0.06
H 2.390 -2.288 -3.942 0.07
H 2.082 -0.545 -3.990 0.06
H 0.977 -1.669 -4.797 0.07
S -2.565 -0.231 -0.572 0.58
C -2.780 1.450 -0.981 -0.71
C -3.964 2.118 -0.647 -0.15
C -4.144 3.452 -0.954 -0.12
C -3.146 4.167 -1.603 -0.13
C -1.969 3.515 -1.947 -0.11
C -1.787 2.178 -1.645 -0.14
H -4.741 1.567 -0.133 0.09
H -5.073 3.941 -0.681 0.09
H -3.286 5.214 -1.844 0.08
H -1.178 4.051 -2.456 0.10
H -0.862 1.682 -1.922 0.08
N -0.738 -1.645 1.886 0.07
C -0.407 -1.690 3.009 -0.35
N -0.223 -1.686 4.274 0.07
C 0.800 -2.337 4.778 -0.43
N 1.669 -2.887 5.309 0.07
I 4.685 0.830 3.402 0.86
C 3.667 -0.649 2.350 -0.72
C 3.947 -1.996 2.553 -0.13
C 3.223 -2.932 1.820 -0.05
C 2.235 -2.499 0.965 -0.11
N 1.938 -1.194 0.798 0.00
C 2.670 -0.285 1.468 -0.19
H 4.681 -2.308 3.279 0.10
H 3.399 -3.990 1.947 0.11
H 1.622 -3.193 0.403 0.11
H 2.434 0.758 1.294 0.08
C -0.851 3.989 1.591 -0.06
C 0.187 3.707 0.713 -0.06
C 0.469 2.387 0.418 -0.15
N -0.211 1.361 0.951 -0.04
C -1.202 1.639 1.810 -0.14
C -1.553 2.930 2.155 -0.04
H -1.120 5.011 1.819 0.10
H 0.754 4.491 0.233 0.11
H 1.219 2.104 -0.319 0.10
H -1.744 0.780 2.193 0.10
H -2.377 3.092 2.833 0.11
```